Run w
Molecular formula: C3H7BO3
Method: DFT, the ωB97M-V functional and the def2-TZVPD basis

Last columns: bonded neighbours and bond lengths (Å).
Positions of all 14 atoms, in Å:
1 B 1.1074 -0.4864 0.6172  C2 1.609, O6 1.330, O7 1.378
2 C -0.3379 -0.5637 1.3191  B1 1.609, O5 1.492, H8 1.014, H9 1.112
3 C -1.3511 -0.2192 -0.8411  C4 1.348, O5 1.370, H11 1.164
4 C -0.6562 0.9073 -1.0961  C3 1.348, H10 1.050, H12 1.059
5 O -1.4443 -0.8629 0.3642  C2 1.492, C3 1.370
6 O 2.1480 -0.5723 1.4412  B1 1.330, H13 1.050
7 O 1.4961 -0.3345 -0.6963  B1 1.378, H14 0.979
8 H -0.4187 -1.3343 1.9737  C2 1.014
9 H -0.2669 0.3960 1.8759  C2 1.112
10 H -0.1076 1.5074 -0.4322  C4 1.050
11 H -1.9178 -0.8326 -1.6513  C3 1.164
12 H -0.8648 1.4182 -2.0002  C4 1.059
13 H 3.0397 -0.4779 0.8951  O6 1.050
14 H 0.8604 0.0720 -1.3199  O7 0.979

Values from the calculation:
SMILES   C=COCB(O)O
Spin multiplicity   1
HOMO energy   -9.2 eV
Kohn-Sham gap   9.80 eV

=====

Run x
Molecular formula: C3H7BO3
Method: DFT, the ωB97M-V functional and the def2-TZVPD basis

Last columns: bonded neighbours and bond lengths (Å).
Positions of all 14 atoms, in Å:
1 B 1.7433 -0.0199 0.1793  C4 1.557, O6 1.413, O7 1.346
2 C -1.0904 0.5374 -0.0693  C3 1.473, O5 1.200
3 C -2.4259 -0.0731 0.0518  C2 1.473, H8 1.197, H9 1.070, H10 1.173
4 C 0.4666 -0.8860 -0.0293  B1 1.557, H11 1.088, H12 1.106
5 O -0.7396 1.6712 -0.2496  C2 1.200
6 O 2.9427 -0.7382 0.3825  B1 1.413, H13 1.014
7 O 1.9193 1.2811 -0.1155  B1 1.346, H14 0.914
8 H -2.4351 -1.2650 -0.0588  C3 1.197
9 H -3.0497 0.4765 -0.6219  C3 1.070
10 H -2.7500 0.1241 1.1620  C3 1.173
11 H 0.0932 -1.5311 0.7633  C4 1.088
12 H 0.3435 -1.1155 -1.1040  C4 1.106
13 H 3.7730 -0.1919 0.1839  O6 1.014
14 H 1.2091 1.7304 -0.4744  O7 0.914

Values from the calculation:
Spin multiplicity   1
HOMO energy   -8.7 eV
Kohn-Sham gap   9.31 eV

=====

Relative calculated energies, zero for the most stable structure, unit hartree: run w 0.0050; run x 0.0000.

=====

Run w
Molecular formula: C5H13N3O
Method: DFT, the ωB97M-V functional and the def2-TZVPD basis

Last columns: bonded neighbours and bond lengths (Å).
Positions of all 22 atoms, in Å:
1 C -0.8097 2.0004 -0.2882  N2 1.465, H9 1.089, H10 1.091, H11 1.090
2 N 0.0902 0.8777 -0.5655  C1 1.465, C3 1.467, H6 1.016
3 C 1.3984 0.9423 0.0958  N2 1.467, N4 1.382, O5 1.216
4 N 2.4414 0.8045 -0.8007  C3 1.382, H7 1.012, H8 1.011
5 O 1.5271 1.4118 1.2104  C3 1.216
6 H 0.1964 0.7563 -1.5681  N2 1.016
7 H 3.3254 0.7226 -0.3149  N4 1.012
8 H 2.3258 0.0736 -1.4889  N4 1.011
9 H -0.9358 2.0657 0.7916  C1 1.089
10 H -0.3707 2.9385 -0.6294  C1 1.091
11 H -1.7540 1.8083 -0.7977  C1 1.090
12 C -1.6531 -0.8053 1.0644  C13 1.516, H18 1.092, H19 1.092, H20 1.092
13 C -0.5358 -1.0215 0.0621  C12 1.516, N14 1.573, C15 1.370
14 N 0.7989 -1.2430 0.8645  C13 1.573, H16 1.014, H17 1.019
15 C -0.7893 -1.8230 -1.0198  C13 1.370, H21 1.086, H22 1.082
16 H 1.4296 -1.8908 0.4046  N14 1.014
17 H 0.8177 -0.8850 1.8184  N14 1.019
18 H -1.4259 0.0731 1.6726  C12 1.092
19 H -2.6110 -0.6488 0.5638  C12 1.092
20 H -1.7585 -1.6628 1.7317  C12 1.092
21 H 0.0177 -2.1396 -1.6739  C15 1.086
22 H -1.7248 -2.3552 -1.1328  C15 1.082

Values from the calculation:
SMILES   CNC(N)=O.C=C(C)N
Spin multiplicity   1
HOMO energy   -7.2 eV
Kohn-Sham gap   8.01 eV

=====

Run x
Molecular formula: C5H13N3O
Method: DFT, the ωB97M-V functional and the def2-TZVPD basis

Last columns: bonded neighbours and bond lengths (Å).
Positions of all 22 atoms, in Å:
1 C 0.9645 -0.3493 1.1158  C2 1.519, N3 1.465, H8 1.094, H9 1.097
2 C 2.2828 -0.1477 1.8434  C1 1.519, H10 1.095, H11 1.095, H12 1.095
3 N 1.0642 -1.4890 0.2015  C1 1.465, N4 1.438, H5 1.024
4 N -0.2256 -2.0922 0.0025  N3 1.438, H6 1.026, H7 1.024
5 H 1.5230 -1.1973 -0.6667  N3 1.024
6 H -0.9465 -1.4631 -0.3670  N4 1.026
7 H -0.1808 -2.8673 -0.6652  N4 1.024
8 H 0.7331 0.5573 0.5496  C1 1.094
9 H 0.1724 -0.4915 1.8606  C1 1.097
10 H 2.2324 0.7526 2.4649  C2 1.095
11 H 2.5004 -0.9977 2.4983  C2 1.095
12 H 3.1155 -0.0269 1.1430  C2 1.095
13 C -0.3911 1.0005 -2.3231  C14 1.504, H18 1.095, H19 1.094, H20 1.091
14 C -1.5073 0.7449 -1.3474  C13 1.504, N16 1.374, O17 1.230
15 C -2.2094 1.2672 0.7307  N16 1.290, H21 1.102, H22 1.105
16 N -1.5752 1.6578 -0.3230  C14 1.374, C15 1.290
17 O -2.2485 -0.2278 -1.4763  C14 1.230
18 H -0.0876 0.0511 -2.7759  C13 1.095
19 H 0.4779 1.4181 -1.8069  C13 1.094
20 H -0.7292 1.6867 -3.1014  C13 1.091
21 H -2.2834 1.9394 1.6002  C15 1.102
22 H -2.6816 0.2742 0.8425  C15 1.105

Values from the calculation:
SMILES   C=NC(C)=O.CCNN
Spin multiplicity   1
HOMO energy   -8.3 eV
Kohn-Sham gap   7.84 eV

=====

Relative calculated energies, zero for the most stable structure, unit hartree: run w 0.0056; run x 0.0000.